(1)
A cluster of 2 separate species, C4H8N3O in total, computed with ωB97M-V/def2-TZVPD.

The frontier orbital gap comes out at 9.349 eV. Its energy relative to the best compared isomer or geometry (same formula, charge and spin) is 8.085 eV. As for the largest force on an atom: 0.12353 hartree/bohr. Its HOMO energy is -14.25 eV. As for the total charge: +1.

Geometry as XYZ:
```
16
Properties=species:S:1:pos:R:3:mulliken_charge:R:1
C 0.868 2.223 -0.879 0.1159
C 0.611 -1.149 1.383 -0.8466
C 0.297 -1.957 0.205 -0.5659
C -1.498 -0.171 -0.933 -0.2925
N 0.149 1.442 -1.573 -0.7134
N -0.380 1.179 0.609 -0.3344
N -0.592 0.708 -0.623 0.8946
O 0.582 2.226 0.437 -0.1721
H 1.626 2.862 -1.280 0.4575
H -0.044 -1.290 2.164 0.4156
H -0.051 0.513 1.354 0.3063
H 1.585 -0.776 1.635 0.4403
H 1.077 -2.010 -0.633 0.2762
H -0.363 -2.769 0.279 0.3547
H -2.131 -0.661 -0.202 0.3471
H -1.737 -0.368 -1.944 0.3166
```

---

(2)
A cluster of 2 separate species, C4H8N3O in total, computed with ωB97M-V/def2-TZVPD.

The frontier orbital gap comes out at 10.916 eV. Its energy relative to the best compared isomer or geometry (same formula, charge and spin) is 4.547 eV. As for the largest force on an atom: 0.08873 hartree/bohr. Its HOMO energy is -13.66 eV. As for the total charge: +1.

Geometry as XYZ:
```
16
Properties=species:S:1:pos:R:3:mulliken_charge:R:1
C 0.701 -2.424 0.310 -0.3798
C 0.304 -1.755 1.423 -0.1814
C -0.775 -0.922 -0.241 -0.1149
C -0.068 2.532 -0.202 -0.3280
N 0.028 -1.861 -0.714 0.0103
N -0.606 -0.899 1.022 0.2725
N -0.242 1.517 -0.937 -0.3883
O -1.288 -0.042 1.853 -0.3530
H 1.403 -3.183 0.152 0.4386
H 0.595 -2.045 2.442 0.3612
H 0.176 3.424 -0.600 0.3259
H 0.012 2.343 0.864 0.1956
H -0.191 1.733 -1.878 0.1943
H 0.069 -2.144 -1.600 0.0585
H -1.397 -0.211 -0.838 0.4925
H -0.832 -0.099 2.705 0.3959
```

---

(3)
A structure of composition C4H8N3O2, computed with ωB97M-V/def2-TZVPD.

The frontier orbital gap comes out at 7.713 eV. Its energy relative to the best compared isomer or geometry (same formula, charge and spin) is 0.659 eV. As for the largest force on an atom: 0.07608 hartree/bohr. Its HOMO energy is -3.65 eV. As for the total charge: -1.

Geometry as XYZ:
```
17
Properties=species:S:1:pos:R:3:mulliken_charge:R:1
C 0.061 1.709 0.234 -0.2257
C 2.165 -0.015 -0.156 0.3997
C -1.602 -1.002 -0.897 -0.7811
C 0.594 0.108 -0.731 -0.0812
N -0.792 1.585 1.132 -0.5177
N -0.272 -1.420 0.941 -0.8630
N -0.195 -0.944 -0.393 0.1664
O 3.027 0.568 -0.805 -0.7054
O 2.402 -0.686 0.877 -0.7528
H 0.777 2.569 0.254 0.3426
H -1.821 -1.731 -1.752 0.2644
H -2.140 -1.292 0.036 0.3392
H -1.996 0.019 -1.233 0.2388
H 0.447 0.405 -1.841 0.3072
H -0.936 2.333 1.748 0.1734
H 0.715 -1.650 1.154 0.3943
H -0.433 -0.555 1.433 0.3007
```

---

(4)
A cluster of 2 separate species, C4H8N3O2 in total, computed with ωB97M-V/def2-TZVPD.

The frontier orbital gap comes out at 9.544 eV. Its energy relative to the best compared isomer or geometry (same formula, charge and spin) is 1.492 eV. As for the largest force on an atom: 0.07012 hartree/bohr. Its HOMO energy is -13.63 eV. As for the total charge: +1.

Geometry as XYZ:
```
17
Properties=species:S:1:pos:R:3:mulliken_charge:R:1
C -1.431 0.049 0.026 -0.9580
C -1.436 -1.277 0.216 0.0645
C 0.930 -1.372 0.793 0.2094
C -0.176 0.774 0.265 0.9108
N -0.316 -1.933 0.434 -0.0850
N 0.999 -0.001 0.715 -0.1474
N 0.649 1.321 -1.619 -0.5937
O 1.810 -2.086 1.081 -0.4916
O -0.226 1.945 0.786 -0.4040
H -2.389 0.496 -0.124 0.4283
H -2.436 -1.786 0.088 0.3486
H -0.415 -2.934 0.379 0.2407
H 1.699 0.316 1.350 0.2492
H 0.438 0.454 -2.081 0.2860
H 1.536 1.524 -1.225 0.3029
H 0.262 2.056 -2.197 0.2684
H 0.501 2.454 1.113 0.3711
```

---

(5)
The ion C4H8N3S with charge +1, computed with ωB97M-V/def2-TZVPD.

The frontier orbital gap comes out at 8.022 eV. Its energy relative to the best compared isomer or geometry (same formula, charge and spin) is 3.022 eV. As for the largest force on an atom: 0.11085 hartree/bohr. Its HOMO energy is -12.96 eV. Its SMILES is SN[C@H]1N=CCC=[NH+]1. As for the total charge: +1.

Geometry as XYZ:
```
16
Properties=species:S:1:pos:R:3:mulliken_charge:R:1
C 0.834 -1.294 -0.860 -0.0628
C -0.483 -0.270 0.645 -0.0595
C 1.972 -0.394 -0.315 -0.5681
C 1.350 0.863 -0.293 -0.0545
N -0.268 -1.232 -0.412 -0.3140
N 0.216 1.002 0.300 -0.0484
N -1.833 0.044 0.913 -0.4355
S -2.865 0.264 -0.498 -0.1204
H 1.009 -1.782 -1.836 0.4040
H -0.090 -0.694 1.569 0.3298
H 1.977 -0.706 0.765 0.2715
H 2.920 -0.529 -0.853 0.3535
H 1.678 1.710 -0.924 0.4068
H -0.505 1.809 0.148 0.3823
H -2.422 -0.312 1.703 0.3239
H -3.490 1.521 -0.052 0.1914
```

---

(6)
An isolated molecule of C4H8N4, computed with ωB97M-V/def2-TZVPD.

The frontier orbital gap comes out at 8.044 eV. Its energy relative to the best compared isomer or geometry (same formula, charge and spin) is 4.208 eV. As for the largest force on an atom: 0.05304 hartree/bohr. Its HOMO energy is -7.78 eV. Its SMILES is C=NN/C=C/N=N\C. As for the total charge: 0.

Geometry as XYZ:
```
16
Properties=species:S:1:pos:R:3:mulliken_charge:R:1
C -0.622 3.091 -0.905 -0.7561
C 0.059 0.671 0.326 -0.3734
C 0.249 -0.407 1.189 -0.0495
C 0.304 -3.472 -0.568 -0.2650
H 0.061 2.626 -1.631 0.2798
H -0.825 4.177 -1.108 0.2752
H -1.581 2.591 -0.893 0.3315
H 0.001 0.495 -0.738 0.3680
H 0.383 -0.285 2.253 0.3639
H 0.662 -2.414 1.514 0.2699
H 0.156 -3.962 -1.543 0.2397
H 0.480 -4.174 0.250 0.1846
N -0.049 3.065 0.478 -0.4945
N -0.024 1.906 0.961 -0.0360
N 0.490 -1.694 0.827 0.1333
N 0.257 -2.215 -0.412 -0.4714
```